(1)
Entry from the OMol25 dataset: C5H7N5 in the gas phase in a non-equilibrium geometry (the ωB97M-V functional and the def2-TZVPD basis).

Structure (XYZ):
```
17
Properties=species:S:1:pos:R:3
C -0.2506 0.0333 1.1291
C 1.3644 -1.1520 -0.0134
C -2.6087 0.7641 1.1675
C 0.3325 -0.2601 -2.1280
C -1.1050 0.9745 1.4123
N 0.5019 -0.9053 1.0743
N 2.6839 -0.8601 0.4401
N 3.2172 -0.0154 -0.2977
N 2.4983 0.4069 -1.3158
N 1.2917 -0.2373 -1.2588
H 1.4139 -2.3057 -0.2464
H -2.7844 1.1920 0.2912
H -3.0276 1.2539 2.0536
H -2.9851 -0.2025 1.1051
H 0.4055 0.5604 -2.9330
H -0.3524 -1.0886 -2.1210
H -0.5955 1.8419 1.6410
```

## Properties
Frontier orbital gap (spin up / spin down), eV: 8.073 / 8.069
ΔE to the lowest compared entry with this formula, charge and spin, kcal per mole: 136.97
Energy, eV: -12742.83400

---

(2)
Entry from the OMol25 dataset: 2 unconnected molecules or ions with the total composition C3H2F2O in a non-equilibrium geometry (the ωB97M-V functional and the def2-TZVPD basis).

Structure (XYZ):
```
8
Properties=species:S:1:pos:R:3
C -0.5174 0.4961 -0.1131
C 0.2231 1.2503 0.7042
C -4.0697 -0.1689 0.7667
O -3.2447 0.1614 0.0646
F 0.6958 2.5111 0.3468
F -1.0174 0.9089 -1.3127
H -1.0364 -0.3336 0.2459
H 0.6329 0.9845 1.6763
```

## Properties
Frontier orbital gap, eV: 11.070
ΔE to the lowest compared entry with this formula, charge and spin, kcal per mole: 24.07
Energy, eV: -10623.93222

---

(3)
Entry from the OMol25 dataset: 2 unconnected molecules or ions with the total composition C3H5FOS in a non-equilibrium geometry (the ωB97M-V functional and the def2-TZVPD basis).

Structure (XYZ):
```
11
Properties=species:S:1:pos:R:3
C 1.2781 -1.8541 -0.7150
C 0.1496 -1.2478 -1.0359
F -0.1034 0.0267 -0.6966
H 1.4373 -2.8840 -1.0121
H 2.0551 -1.3421 -0.1583
H -0.6740 -1.6912 -1.5910
O -1.2927 0.9102 0.9276
C -0.7358 2.1222 0.9453
S -0.9089 3.2014 -0.2403
H -1.0604 0.4274 1.7342
H -0.1449 2.3313 1.8422
```

## Properties
Frontier orbital gap, eV: 9.321
ΔE to the lowest compared entry with this formula, charge and spin, kcal per mole: 38.50
SMILES string: C=CF.OC=S
Energy, eV: -18790.23202

---

(4)
Entry from the OMol25 dataset: CH4O in the gas phase in a non-equilibrium geometry (the ωB97M-V functional and the def2-TZVPD basis).

Structure (XYZ):
```
6
Properties=species:S:1:pos:R:3
C -0.2502 0.1530 0.2074
O 0.2900 -0.7267 -0.6718
H -1.4004 -0.0792 0.3056
H -0.1161 1.1881 -0.0878
H 0.1756 0.1487 1.2058
H 1.3011 -0.6839 -0.9593
```

## Properties
Frontier orbital gap, eV: 11.137
ΔE to the lowest compared entry with this formula, charge and spin, kcal per mole: 11.52
SMILES string: CO
Energy, eV: -3148.31315

---

(5)
Entry from the OMol25 dataset: C2H3NO4 in the gas phase in a non-equilibrium geometry (the ωB97M-V functional and the def2-TZVPD basis).

Structure (XYZ):
```
10
Properties=species:S:1:pos:R:3
O 0.7404 -0.9408 -1.7376
C 1.1234 -0.0322 -1.0697
O 0.5345 0.5286 -0.0044
C -0.7384 0.1082 0.4441
N -1.7249 1.2240 0.2195
O -2.7026 0.9521 -0.4236
O -1.4565 2.2830 0.7145
H 2.0758 0.5039 -1.2122
H -1.0808 -0.7751 -0.1096
H -0.6763 -0.0758 1.5214
```

## Properties
Frontier orbital gap, eV: 11.525
ΔE to the lowest compared entry with this formula, charge and spin, kcal per mole: 90.06
SMILES string: O=COC[N+](=O)[O-]
Energy, eV: -11799.40249

---

(6)
Entry from the OMol25 dataset: a molecular structure, C46H58Cl2MgN4O4PS2SeSi (the ωB97M-V functional and the def2-TZVPD basis).

Structure (XYZ):
```
120
Properties=species:S:1:pos:R:3
Mg 0.2459 0.9363 0.6382
Cl -0.0013 -1.8069 -0.0389
C 1.0170 -3.2504 -0.0421
C 0.3117 -4.4199 -0.2635
C 0.9844 -5.6294 -0.3233
C 2.3612 -5.6314 -0.1552
C 3.0371 -4.4480 0.0679
Cl 4.7651 -4.5547 0.2632
C 2.4161 -3.1746 0.1425
S 3.2611 -1.7130 0.4124
H -0.7641 -4.3787 -0.3784
H 0.4457 -6.5521 -0.4915
H 2.9244 -6.5542 -0.1926
O -1.9790 -0.7887 2.6020
N -2.3333 -0.4388 1.3146
C -3.3207 -1.1423 0.9420
C -4.0441 -1.1259 -0.3483
C -5.3175 -1.7079 -0.2580
C -6.1507 -1.8317 -1.3513
C -5.7145 -1.3869 -2.5913
C -4.4586 -0.8197 -2.6987
C -3.6074 -0.6666 -1.6011
P -1.9669 0.1417 -1.8829
C -2.5108 1.7571 -2.5550
C -3.7648 2.3092 -2.3177
C -4.0508 3.6114 -2.7084
C -3.0889 4.3793 -3.3442
C -1.8303 3.8398 -3.5816
C -1.5438 2.5461 -3.1832
C -1.4658 -0.7185 -3.4402
C -0.8296 -1.9534 -3.2927
C -0.3797 -2.6637 -4.3955
C -0.5487 -2.1469 -5.6734
C -1.1771 -0.9207 -5.8351
C -1.6326 -0.2138 -4.7288
H -1.2846 -0.1531 2.8600
H -3.7146 -1.8549 1.6676
H -5.6488 -2.0740 0.7064
H -7.1284 -2.2827 -1.2384
H -6.3444 -1.4831 -3.4667
H -4.1203 -0.4737 -3.6677
H -4.5215 1.7366 -1.7979
H -5.0275 4.0291 -2.4979
H -3.3100 5.3974 -3.6389
H -1.0626 4.4369 -4.0580
H -0.5437 2.1485 -3.3279
H -0.6664 -2.3524 -2.2992
H 0.1192 -3.6139 -4.2507
H -0.1888 -2.6940 -6.5358
H -1.3153 -0.5074 -6.8270
H -2.1175 0.7431 -4.8767
C -1.5600 5.0963 0.7784
C -0.4655 4.0248 0.7795
C 0.6618 4.4552 -0.1611
C -0.9965 2.6545 0.3527
H -1.1870 6.0697 1.1197
H -2.3886 4.8013 1.4268
H -1.9622 5.2212 -0.2338
H -0.0539 3.9654 1.7932
H 0.3377 4.3441 -1.2025
H 1.5525 3.8383 -0.0223
H 0.9494 5.5016 -0.0160
H -1.3783 2.7844 -0.6608
H -1.8798 2.3999 0.9627
Se 1.9489 -0.2385 -4.0436
N 3.5936 0.3294 -3.6681
C 3.5546 0.7801 -2.4324
C 4.6616 1.3126 -1.6995
C 4.4353 1.7084 -0.4290
C 3.1287 1.5796 0.1507
N 2.0939 1.1120 -0.4776
C 2.2742 0.7117 -1.7735
N 1.2808 0.2131 -2.4699
H 5.6343 1.3678 -2.1691
H 5.2245 2.1030 0.1966
H 2.9912 1.8574 1.1917
C 5.1658 0.7736 5.3745
C 4.4475 0.3226 4.1049
C 3.4907 -0.8241 4.4018
C 5.4496 -0.0908 3.0367
O 3.7560 1.4600 3.5718
Si 2.2353 2.0189 3.8432
S 0.7401 0.8801 3.0104
O 2.2407 3.5124 3.1474
C 3.2219 4.5515 3.2006
C 3.9173 4.6216 4.5582
C 2.4644 5.8504 2.9472
C 4.2384 4.2994 2.0893
O 2.1109 2.1308 5.4863
C 0.9927 2.4366 6.3241
C 0.0841 3.4755 5.6724
C 1.5861 2.9956 7.6130
C 0.2268 1.1501 6.6135
H 5.7299 -0.0545 5.8101
H 4.4394 1.1319 6.1043
H 5.8614 1.5843 5.1457
H 4.0559 -1.6779 4.7823
H 2.9632 -1.1322 3.4968
H 2.7589 -0.5297 5.1566
H 6.0658 -0.9188 3.3922
H 6.1032 0.7506 2.7947
H 4.9292 -0.4216 2.1339
H 3.1941 4.8386 5.3457
H 4.6655 5.4177 4.5445
H 4.4113 3.6809 4.7965
H 1.6582 5.9547 3.6751
H 2.0238 5.8446 1.9513
H 3.1322 6.7105 3.0360
H 4.7617 3.3603 2.2728
H 4.9684 5.1113 2.0406
H 3.7214 4.2412 1.1288
H 0.6518 4.3755 5.4292
H -0.7233 3.7465 6.3563
H -0.3531 3.0885 4.7509
H 2.1512 3.9056 7.4051
H 2.2628 2.2646 8.0588
H 0.7977 3.2293 8.3316
H -0.1352 0.7115 5.6846
H -0.6256 1.3509 7.2669
H 0.8824 0.4297 7.1069
```

## Properties
Charge: -1
Frontier orbital gap, eV: 5.269
ΔE to the lowest compared entry with this formula, charge and spin, kcal per mole: 0.00
Energy, eV: -197474.62519

---

(7)
Entry from the OMol25 dataset: a molecular structure, C38H37AsCoP2S (the ωB97M-V functional and the def2-TZVPD basis).

Structure (XYZ):
```
80
Properties=species:S:1:pos:R:3
Co -0.0701 -0.1597 0.1572
S 0.9684 -1.6814 -0.9257
C 0.8978 -3.2306 -0.0936
C 1.3519 -4.3793 -0.7336
C 1.3241 -5.5917 -0.0616
C 0.8592 -5.6663 1.2461
C 0.3979 -4.5210 1.8787
C 0.3937 -3.3117 1.1965
As -0.2459 -1.6556 1.9688
C -2.0454 -2.0579 2.5493
C -2.6591 -3.2665 2.2435
C -3.9516 -3.5157 2.6826
C -4.6324 -2.5635 3.4257
C -4.0248 -1.3515 3.7245
C -2.7354 -1.0995 3.2853
C 0.7990 -1.7151 3.6082
C 2.1842 -1.8212 3.4887
C 2.9739 -1.9428 4.6198
C 2.3827 -1.9579 5.8772
C 1.0051 -1.8674 5.9973
C 0.2088 -1.7503 4.8651
H 1.7292 -4.3157 -1.7458
H 1.6784 -6.4843 -0.5603
H 0.8559 -6.6125 1.7700
H 0.0371 -4.5668 2.9001
H -2.1445 -4.0086 1.6499
H -4.4255 -4.4565 2.4351
H -5.6395 -2.7612 3.7688
H -4.5563 -0.6005 4.2942
H -2.2658 -0.1483 3.5138
H 2.6440 -1.8354 2.5057
H 4.0476 -2.0339 4.5226
H 2.9966 -2.0537 6.7628
H 0.5411 -1.8966 6.9744
H -0.8677 -1.6999 4.9645
C 2.1038 1.4283 2.2009
P 0.5264 1.7167 1.3408
C -0.3959 2.7047 2.5715
C 0.9297 2.9722 0.0838
C 1.5408 4.1776 0.4222
C 1.7609 5.1422 -0.5461
C 1.3645 4.9122 -1.8568
C 0.7691 3.7107 -2.2017
C 0.5554 2.7296 -1.2368
P -0.1404 1.0941 -1.6506
C -1.7268 1.4572 -2.4729
C 0.8621 0.5803 -3.0889
H 2.4601 2.3490 2.6639
H 2.8507 1.0772 1.4882
H 1.9712 0.6779 2.9744
H 0.2805 3.4180 3.0421
H -0.8164 2.0557 3.3405
H -1.2009 3.2586 2.0942
H 1.8449 4.3677 1.4446
H 2.2382 6.0759 -0.2804
H 1.5275 5.6698 -2.6115
H 0.4744 3.5392 -3.2296
H -2.4158 1.9441 -1.7872
H -2.1684 0.5132 -2.7956
H -1.5554 2.0938 -3.3403
H 0.8146 1.3382 -3.8697
H 0.4687 -0.3570 -3.4803
H 1.9004 0.4335 -2.7948
C -4.6012 -3.2863 -0.9254
C -3.2326 -3.3544 -1.2330
C -2.3922 -2.3227 -0.9097
C -2.8443 -1.1544 -0.2482
C -1.9936 -0.0736 0.1743
C -2.6233 1.0346 0.6959
C -4.0104 1.1384 0.8963
C -4.8132 0.0831 0.5883
C -4.2507 -1.0752 0.0077
C -5.0936 -2.1596 -0.3301
H -5.2563 -4.1094 -1.1789
H -2.8381 -4.2255 -1.7409
H -1.3545 -2.3979 -1.1856
H -2.0337 1.9026 0.9510
H -4.4257 2.0468 1.3148
H -5.8816 0.1158 0.7623
H -6.1506 -2.0704 -0.1098
```

## Properties
Charge: +1
Frontier orbital gap (spin up / spin down), eV: 6.791 / 6.797
ΔE to the lowest compared entry with this formula, charge and spin, kcal per mole: 1.35
Energy, eV: -167881.07495